Arrangement a

19
Properties=species:S:1:pos:R:3:mulliken_charge:R:1 method="wB97M-V/def2-TZVPD" homo_energy_ev=-8.84 orbital_gap_ha=0.3488 smiles=CC(C)[Si@H](N)[SiH3]
C 1.4442 -1.2633 0.9044 -1.26
C 0.1311 -0.5273 0.7933 0.08
C -1.0293 -1.5157 0.9825 -1.40
Si 0.1851 0.4737 -1.1437 0.38
N 1.7424 1.1787 -1.1089 -0.54
Si -1.6811 1.8402 -1.1758 0.36
H 1.6066 -1.9926 0.0171 0.24
H 2.2980 -0.5229 1.0358 0.28
H 1.3879 -1.9009 1.7542 0.47
H 0.0987 0.3526 1.4679 0.33
H -1.9174 -0.9459 0.9664 0.34
H -0.8252 -2.0429 1.9147 0.39
H -1.1285 -2.1633 0.1631 0.37
H 0.3574 -0.6668 -1.9639 -0.17
H 1.7203 2.0762 -1.4794 0.26
H 2.1124 1.2765 -0.2088 0.23
H -1.7020 3.2550 -1.5307 -0.17
H -2.8394 1.1924 -1.7848 -0.11
H -1.9611 1.8963 0.3965 -0.09


Arrangement b

19
Properties=species:S:1:pos:R:3:mulliken_charge:R:1 method="wB97M-V/def2-TZVPD" homo_energy_ev=-9.26 orbital_gap_ha=0.3752 smiles=C[SiH2]N[SiH](C)C
C 2.8413 -0.2920 -0.7919 -0.97
Si 1.8200 0.1296 0.7633 0.34
N 0.2603 -0.6658 0.6005 -0.19
Si -1.3805 0.0377 0.5251 0.33
C -1.4237 1.9349 -0.1200 -1.03
C -2.1628 -0.8756 -1.0206 -1.07
H 3.7629 -0.8414 -0.6230 0.33
H 2.1592 -1.0619 -1.2490 0.25
H 3.0109 0.4845 -1.5514 0.30
H 2.4442 -0.4968 1.9889 -0.14
H 1.7582 1.5211 0.9701 -0.19
H 0.3011 -1.6235 0.3922 0.28
H -2.0147 -0.1988 1.9098 -0.12
H -0.4618 2.3985 0.2158 0.30
H -1.2528 1.8096 -1.1936 0.29
H -2.2397 2.5482 0.2814 0.29
H -1.4014 -1.1254 -1.7248 0.33
H -2.4502 -1.9316 -0.7109 0.31
H -2.9720 -0.3012 -1.4990 0.32


Relative energies with respect to the most stable structure, expressed in kcal/mol: arrangement a 50.3; arrangement b 0.0.


Arrangement a

20
Properties=species:S:1:pos:R:3:mulliken_charge:R:1 method="wB97M-V/def2-TZVPD" homo_energy_ev=-9.85 orbital_gap_ha=0.3910
H -1.4827 -0.6674 -2.4769 0.27
N -0.5312 -0.5062 -2.1265 -0.75
C -0.5550 0.0723 -0.9706 0.50
C -1.8653 0.4178 -0.3136 -1.40
C 0.8488 0.5457 -0.3983 0.69
C 0.7477 1.8595 0.3563 -1.70
C 1.4573 -0.5749 0.4426 -0.78
C 0.3702 -1.4650 0.9948 0.56
O -0.4251 -1.1513 1.8738 -0.59
O 0.4615 -2.7422 0.5604 -0.47
H -2.5154 -0.4621 -0.3125 0.44
H -1.7624 0.7627 0.7155 0.32
H -2.3577 1.2240 -0.8643 0.38
H 1.4797 0.7081 -1.2811 0.33
H 0.1611 2.5980 -0.1995 0.37
H 0.2974 1.7034 1.3447 0.36
H 1.7478 2.2782 0.5178 0.43
H 2.0502 -0.1944 1.2818 0.40
H 2.1162 -1.1852 -0.1861 0.30
H -0.2432 -3.2209 1.0417 0.36


Arrangement b

20
Properties=species:S:1:pos:R:3:mulliken_charge:R:1 method="wB97M-V/def2-TZVPD" homo_energy_ev=-8.36 orbital_gap_ha=0.3359 smiles=C[C@@H]1[C@@H](O)[C@@H]2N[C@H]2[C@H]1O
C 2.2623 0.1675 -1.1089 -1.38
C 0.7265 0.1469 -0.7973 0.28
C 0.1288 1.2964 0.4370 -0.26
O -0.2973 2.5528 -0.2725 -0.58
C -1.0216 0.2472 0.7451 -0.01
N -1.3166 -0.6147 1.7744 -0.69
C -0.1858 -0.8113 1.0016 0.05
C 0.3036 -1.2610 -0.4328 -0.48
O -0.9079 -1.7929 -0.9679 -0.63
H 2.5515 -0.9276 -1.6562 0.26
H 2.7136 0.9875 -1.7205 0.33
H 2.8778 0.0039 -0.2655 0.38
H -0.0503 0.6725 -1.4729 0.27
H 1.0007 1.4104 1.2139 0.34
H -0.1166 3.4790 0.3969 0.36
H -1.7605 0.2315 -0.1224 0.19
H -2.2377 -1.2093 1.8818 0.29
H 0.6208 -0.5042 1.7093 0.37
H 1.0769 -1.8661 -0.6470 0.55
H -1.1010 -2.7692 -0.8840 0.34


Relative energies with respect to the most stable structure, expressed in kcal/mol: arrangement a 0.0; arrangement b 184.6.


Arrangement a

20
Properties=species:S:1:pos:R:3:mulliken_charge:R:1 method="wB97M-V/def2-TZVPD" homo_energy_ev=-7.44 orbital_gap_ha=0.2841
C -1.2096 -0.4590 0.6109 -0.12
C -2.4514 -0.7191 -0.1905 -1.42
C 2.2964 1.1647 -0.4942 -1.48
N -0.2100 -1.5931 0.5458 -0.59
C 0.8166 -0.6552 0.5000 0.42
C -0.3378 1.0471 -0.4277 0.08
C 1.0727 0.2723 -0.5909 0.43
O 1.4117 -0.4218 1.6531 -0.44
O -0.9792 1.2931 -1.4632 -0.70
H 1.0538 -1.0529 2.3018 0.42
H -0.3116 -2.0876 -0.3363 0.35
H -1.3882 -0.2271 1.6589 0.26
H -0.2415 1.7650 0.4040 0.34
H 0.9934 -0.2300 -1.5536 0.31
H -2.2401 -0.6840 -1.2614 0.35
H -2.9030 -1.6828 0.0707 0.38
H -3.1764 0.0719 0.0040 0.36
H 2.3219 1.6966 0.4573 0.31
H 3.2262 0.5999 -0.5918 0.36
H 2.2560 1.9018 -1.2969 0.39


Arrangement b

20
Properties=species:S:1:pos:R:3:mulliken_charge:R:1 method="wB97M-V/def2-TZVPD" homo_energy_ev=-8.88 orbital_gap_ha=0.2978
H -1.1974 -2.9564 0.3971 0.24
N -1.0412 -2.0700 -0.0855 -0.59
C 0.1300 -1.7662 -0.3235 0.64
C 1.4244 -2.4964 -0.2187 -1.10
H 0.2555 -0.6560 -0.7725 -0.01
H 1.7937 -2.7377 -1.2213 0.29
H 2.1573 -1.8803 0.2993 0.31
H 1.2888 -3.4257 0.3366 0.34
O 0.7666 -0.2825 1.6225 -0.43
C 0.4271 0.8594 1.7623 0.70
O 0.3050 1.7226 2.5642 -0.46
C 0.1516 0.9045 -1.2243 -0.87
C -0.1355 1.7254 -0.1365 -0.02
C -1.5699 2.1513 0.0916 -1.24
H -0.6485 0.5896 -1.8790 0.43
H 1.1127 0.9984 -1.7157 0.31
H 0.5790 2.5322 0.0192 0.42
H -2.2518 1.3189 -0.0776 0.34
H -1.7059 2.4861 1.1211 0.35
H -1.8413 2.9828 -0.5591 0.34


Relative energies with respect to the most stable structure, expressed in kcal/mol: arrangement a 12.6; arrangement b 0.0.


Arrangement a

16
Properties=species:S:1:pos:R:3:mulliken_charge:R:1 method="wB97M-V/def2-TZVPD" total_charge=+1 homo_energy_ev="-14.81 / -15.60" orbital_gap_ha="0.3645 / 0.2778" spin_multiplicity=2
C -2.5637 1.4835 -0.6089 -1.35
C -1.7728 0.3741 0.0418 -0.21
C 2.7572 -1.0203 0.9432 -0.57
C 1.8819 -0.6827 -0.0407 -0.12
C 0.4679 -0.7510 0.0844 -0.31
C -0.3561 0.2702 -0.3613 -0.04
H -2.3447 2.4685 -0.1988 0.35
H -2.5058 1.5052 -1.6943 0.38
H -3.6156 1.3020 -0.4015 0.37
H -1.7918 0.4501 1.1362 0.36
H -2.1461 -0.6335 -0.2053 0.38
H 3.7745 -1.2595 0.6621 0.28
H 2.4014 -1.0793 1.9634 0.30
H 2.2235 -0.5960 -1.0747 0.35
H -0.0494 -1.5142 0.6566 0.40
H 0.0500 1.0605 -0.9899 0.43


Arrangement b

16
Properties=species:S:1:pos:R:3:mulliken_charge:R:1 method="wB97M-V/def2-TZVPD" total_charge=+1 homo_energy_ev="-15.14 / -14.58" orbital_gap_ha="0.4004 / 0.2190" spin_multiplicity=2
C 1.2936 -1.6813 0.7525 -1.15
C 0.2528 -0.5862 0.9991 0.51
C -0.1164 -0.0530 2.1367 -0.75
C -1.0229 1.3806 -2.1027 -1.09
C -0.1968 1.0908 -0.9281 0.23
C -0.2924 -0.1311 -0.3275 -0.19
H 2.3210 -1.2523 0.6505 0.31
H 1.4873 -2.3603 1.6087 0.38
H 1.0421 -2.3826 -0.0772 0.36
H 0.0867 -0.5239 3.0778 0.31
H -0.5486 0.8887 2.5361 0.29
H -1.0178 2.4529 -2.5501 0.33
H -2.0494 1.4346 -1.8207 0.36
H -0.8266 0.6981 -2.9381 0.33
H 0.6396 1.8569 -0.4516 0.32
H -1.0521 -0.8319 -0.5654 0.44


Relative energies with respect to the most stable structure, expressed in kcal/mol: arrangement a 0.0; arrangement b 35.1.